Record 1
59
Properties=species:S:1:pos:R:3:forces:R:3 method="wB97M-V/def2-TZVPD" homo_ev="-13.37 / -13.58" multiplicity=2 charge=+2 molar_mass_da=523.560
Ti -0.239460 -0.178431 0.325890 1.398 -2.081 -0.308
S 1.222531 -0.364347 2.339728 -0.315 -0.010 0.088
S 0.981087 -2.355567 -0.224200 0.210 0.119 -0.051
S 0.468617 0.161142 5.115495 0.084 -0.049 0.097
N 1.748183 0.737662 -0.486003 0.005 0.361 0.016
N -1.598371 -1.563577 1.451515 -0.294 0.118 0.123
N 3.096768 -0.993718 -1.416322 0.057 0.348 0.115
N -0.965753 1.035176 3.092523 0.326 -0.332 -0.505
N -1.542890 -1.283712 -1.305792 -0.261 0.168 0.066
N 3.480490 -3.053004 -0.871585 0.172 -0.324 0.114
N -1.065653 1.379196 -0.861843 -0.340 0.410 -0.506
N -1.029199 1.121186 1.712310 -0.594 0.771 0.977
C -1.916100 2.165722 -0.180535 -0.012 0.135 0.490
C -1.679897 2.502649 -2.876440 0.042 -0.025 -0.065
C 3.309973 -4.403429 -0.320562 0.036 0.206 -0.159
C 2.244622 3.027084 -1.052031 0.065 -0.005 -0.031
C 0.102768 0.355636 3.450377 -0.046 0.239 0.068
C -2.588942 3.285561 -2.174770 -0.061 0.052 0.051
C -2.702013 3.119838 -0.805503 -0.128 0.160 -0.067
C -0.944461 1.564199 -2.185320 0.011 -0.021 0.122
C -3.027582 -1.143240 -1.260098 0.171 -0.045 0.045
C 4.411065 -1.302872 -1.811525 -0.182 0.088 -0.031
C -0.822938 1.117552 5.932337 -0.004 0.012 0.009
C -1.871542 1.985096 1.271159 -0.167 0.263 -0.421
C 2.628989 0.354695 -1.409114 0.076 -0.364 -0.060
C 1.638591 2.068295 -0.277938 -0.049 -0.099 0.095
C 4.632798 -2.577915 -1.479298 -0.155 -0.164 0.083
C -3.586286 -1.855878 -0.038068 -0.041 -0.029 -0.003
C 3.214874 1.241731 -2.302647 0.028 0.065 -0.054
C 3.001946 2.595039 -2.131994 0.051 0.063 -0.073
C -3.069888 -1.350391 1.297863 0.174 -0.002 -0.055
C 2.551333 -2.093134 -0.820578 -0.106 0.027 -0.145
H -3.466533 -1.568778 -2.161712 -0.066 -0.002 -0.026
H 3.839181 0.880698 -3.105583 -0.005 0.016 0.001
H 1.036749 2.348646 0.576284 -0.087 0.018 -0.027
H 2.435388 -4.870937 -0.764459 -0.019 -0.016 -0.001
H 5.506444 -3.192382 -1.610183 -0.028 0.004 0.020
H -0.982982 2.053993 5.408159 0.011 0.022 0.007
H -0.216884 0.940195 -2.691466 -0.002 -0.016 -0.039
H -1.748416 0.551356 5.989976 -0.007 0.008 -0.029
H -0.450757 1.316399 6.935061 -0.003 -0.036 0.007
H 3.191139 -4.344416 0.758160 -0.016 -0.005 0.024
H 2.120713 4.075279 -0.820641 0.001 -0.016 -0.009
H -1.362722 -1.445705 2.433918 0.047 0.031 0.033
H -1.324855 -2.273846 -1.235789 0.052 -0.041 -0.006
H -3.280838 -0.081570 -1.244369 0.025 0.030 0.037
H -3.595487 -1.842702 2.114974 -0.042 -0.060 -0.023
H -3.396511 -2.931711 -0.129121 0.004 0.010 0.026
H -1.544347 2.613227 -3.943358 -0.006 0.011 0.024
H -3.264087 -0.281851 1.395785 -0.007 0.036 0.027
H -4.671157 -1.743372 -0.038578 -0.010 -0.025 -0.035
H -3.189336 4.025077 -2.688640 0.012 -0.019 0.013
H 4.196707 -4.977535 -0.568547 0.010 -0.016 0.021
H -2.462853 2.579194 1.959186 -0.027 0.042 -0.050
H -3.376705 3.728037 -0.217096 0.012 -0.011 -0.027
H 3.457336 3.301771 -2.813546 -0.009 -0.002 0.016
H -1.208889 -1.032628 -2.232134 -0.031 0.035 -0.043
H -1.393045 -2.540759 1.257027 0.054 -0.050 -0.009
H 5.069087 -0.583924 -2.260339 -0.011 -0.002 0.044

***

Record 2
61
Properties=species:S:1:pos:R:3:forces:R:3 method="wB97M-V/def2-TZVPD" homo_ev=-3.98 multiplicity=1 charge=-1 molar_mass_da=382.954
F 0.004947 4.499458 4.906660 0.450 0.307 0.279
O 1.258547 -1.844936 0.043913 0.104 0.136 -0.037
O -1.572290 0.668475 -7.191623 -0.023 0.012 -0.125
O 0.392781 -1.186597 -3.887999 0.025 -0.063 -0.164
O 3.115227 -1.966736 -2.465659 0.006 -0.093 -0.230
O -0.203408 1.231091 1.323587 -0.085 -0.079 0.148
O 2.446351 -6.065033 -2.225425 -0.112 -0.096 0.136
O -1.176190 5.004037 3.132958 0.295 -0.973 0.889
O 6.454896 -3.709634 -1.930253 0.040 0.042 -0.003
O 2.832025 1.284910 5.393230 0.256 -0.159 0.306
O -2.641671 2.985784 -9.279286 0.018 -0.128 -0.038
O 0.989515 -4.845125 0.090920 0.246 -0.081 0.100
O 0.129262 4.890961 7.836694 0.137 0.049 0.073
O -1.538788 -2.012733 -6.061963 0.129 0.094 -0.008
O -4.466609 2.435228 1.859877 -0.103 0.353 0.061
O 3.931836 -3.551725 -0.136443 0.110 -0.380 -0.067
O -2.778790 5.150686 0.643659 0.047 -0.047 -0.126
C -2.076268 -0.938441 0.926056 -0.198 0.080 0.310
C -1.612765 2.931317 4.343015 -0.251 -0.022 0.235
C -0.990551 4.193979 4.018912 -0.350 0.909 -1.341
C -2.191443 -0.073109 2.194596 0.362 -0.384 -0.365
B -0.620768 1.603778 4.002447 0.287 -0.144 -0.046
B -0.983917 0.926071 2.476351 0.053 0.169 -0.036
H -2.574697 2.893803 3.848297 -0.205 -0.114 -0.225
H -2.449369 -1.944330 1.107238 -0.035 -0.278 0.010
H -2.412502 -2.141684 -5.683370 -0.037 -0.037 0.037
H 1.287600 -1.809360 -0.919407 -0.014 0.172 0.004
H 6.350186 -4.527484 -2.422900 0.007 -0.015 -0.055
H -2.679965 -0.539012 0.119166 0.005 0.167 -0.306
H -1.590785 -0.211573 -7.582856 -0.019 -0.053 0.085
H -1.051277 -1.006286 0.586868 0.161 -0.104 -0.202
H 0.214329 -4.798648 0.659525 -0.042 0.061 -0.017
H -5.256427 2.293894 1.332653 -0.040 0.009 -0.052
H -1.785645 1.278486 -7.906362 -0.005 0.133 0.016
H -1.208792 -1.222574 -5.609965 -0.043 0.045 -0.013
H -4.320503 3.393993 1.837677 0.170 -0.188 -0.092
H 2.072451 1.880982 5.383771 -0.186 -0.113 -0.348
H -2.624932 3.936961 -9.413362 0.052 0.048 0.066
H 0.941977 -5.690133 -0.371507 0.034 0.039 -0.109
H -3.089747 0.525785 2.118762 -0.324 0.291 0.218
H 4.447289 -3.504606 0.675153 0.029 0.176 0.008
H 1.363612 -2.778639 0.234149 -0.167 -0.104 0.027
H -1.792193 2.938604 5.414852 0.051 -0.032 0.219
H -2.027053 5.145107 1.256957 -0.167 -0.060 0.298
H -2.323148 -0.719833 3.057262 -0.075 -0.007 0.344
H 1.271862 -1.168561 -3.493907 0.035 -0.009 0.137
H 3.257805 -6.520182 -1.983362 0.039 0.018 0.007
H -0.765749 0.766458 4.897689 -0.110 0.112 -0.053
H 5.613803 -3.593274 -1.474723 -0.091 -0.075 0.087
H 0.514851 0.599203 1.237168 0.166 0.012 -0.188
H 3.558651 -2.451790 -1.755556 -0.135 0.191 0.205
H 0.337193 5.028489 6.904869 -0.148 -0.019 -0.056
H 3.122873 -4.015287 0.120790 -0.132 0.040 -0.006
H 3.610216 1.836538 5.288625 -0.074 0.147 -0.037
H 2.578762 -5.152145 -1.950470 0.043 0.112 -0.127
H 0.435051 -1.918449 -4.512464 -0.030 -0.110 0.057
H 0.561445 1.954930 4.005083 -0.098 0.134 0.069
H 3.778738 -1.359358 -2.805165 0.037 0.024 0.014
H -3.409961 2.680164 -9.769168 -0.045 -0.019 0.004
H -2.537201 4.499276 -0.022389 -0.009 -0.039 0.040
H 0.139487 3.934143 7.926957 -0.044 -0.058 -0.018

***

Record 3
96
Properties=species:S:1:pos:R:3:forces:R:3 method="wB97M-V/def2-TZVPD" homo_ev=-1.68 e_above_lowest_kcal_mol=28.8 multiplicity=1 charge=-2 molar_mass_da=1063.282
Rb -0.454391 -0.656571 -0.146560 0.131 -0.118 -0.112
Se 3.273780 6.581587 -0.636075 0.162 1.606 0.636
S 1.647116 -3.388417 -2.354450 0.499 0.160 -0.481
O 0.686005 -3.409853 0.234498 -0.202 0.060 0.074
O -0.783493 1.404690 4.131859 -0.092 0.208 -0.180
O -7.402789 3.729986 1.149498 1.105 0.289 -0.378
O -8.900007 2.331538 1.465276 -2.136 -1.938 0.523
O -7.400979 -2.412841 1.045152 -0.414 -0.797 -0.352
O -6.571105 -2.752155 -0.957546 -0.510 1.036 1.387
O -3.767921 2.472969 -2.136753 0.033 0.365 -0.472
O -2.582503 0.822114 -1.155122 -0.188 -0.315 -0.108
O -0.666745 2.937383 6.039144 -0.272 -0.131 0.526
N -1.728601 -0.873476 -4.999732 0.177 -0.580 -0.212
N 0.533004 -2.319154 -4.968639 0.046 1.089 -1.984
N 3.166940 5.338097 0.627715 0.755 1.495 1.453
N -6.861590 -2.044276 0.021291 0.630 -0.854 -0.171
N 0.593845 -0.460496 4.103888 0.293 -0.153 0.008
N -0.286321 -1.011296 3.201448 1.087 -1.301 -1.304
N 2.272180 0.525575 0.532115 0.467 0.559 0.125
N 0.179436 -2.643152 -2.654353 -0.543 0.188 0.056
N 2.824391 5.506563 -1.951802 0.113 -0.800 0.390
N 1.740393 0.792110 -2.143644 0.096 0.923 -0.300
N -7.807339 2.584439 1.073115 1.034 2.176 -0.123
C 2.881633 4.240242 0.060294 -0.008 -2.445 -0.808
C 4.696244 -2.521421 -4.825107 1.269 0.705 -0.232
C -6.485501 -0.651235 0.048988 -0.398 1.010 -0.161
C 0.349119 2.225512 6.559988 -0.262 1.846 -0.367
C 2.429713 -2.900752 3.407015 -0.777 -0.123 0.136
C 2.665331 -1.931190 -6.049316 1.834 0.175 -0.567
C 1.447456 -2.815233 2.433697 -0.892 0.819 -1.055
C 2.592974 0.827857 7.506434 -1.713 1.651 0.400
C 2.664852 0.357458 1.805920 -0.738 0.749 -1.309
C 4.100979 -2.005154 -5.938504 -0.853 0.135 -1.853
C -3.599258 1.494011 -1.414869 -0.707 -0.196 0.964
C 3.727106 -4.280559 1.937507 0.617 -1.121 1.894
C 2.088214 1.906016 -1.456035 0.187 -0.814 -0.151
C -5.310222 -0.258269 -0.520362 1.174 -0.634 -1.377
C 2.557630 -2.866052 -3.800978 -0.627 1.063 -0.531
C 1.582826 0.927990 -3.468474 -0.205 -1.094 1.525
C 2.276228 3.141429 -2.085137 -1.168 0.856 -0.788
C 1.038144 2.738128 7.678353 0.614 -0.949 0.106
C -3.849461 -1.289357 -3.293360 1.472 0.071 -0.987
C 1.623699 2.130962 -4.120724 -0.239 0.701 -1.866
C 2.127842 2.004732 8.134595 0.329 -0.138 -0.088
C 2.848810 2.877367 0.703212 -0.544 0.744 -0.767
C -2.611390 -1.934895 -3.055248 -0.463 0.950 -1.867
C -2.865357 -0.235096 -5.170956 -1.179 -0.321 1.838
C 3.208270 2.694820 2.017938 -0.139 0.629 0.690
C 0.178940 0.700926 4.555749 -0.584 -0.332 1.113
C 3.921341 -2.849000 -3.737671 0.897 -1.541 2.257
C 2.723809 -4.326048 0.999302 0.439 0.432 0.249
C -7.348676 0.289699 0.637369 0.596 -1.314 -0.620
C 1.870719 3.297278 -3.422678 1.537 -0.068 -0.072
C 2.387095 1.758007 -0.005637 0.134 -0.402 -0.225
C 1.922706 -2.313872 -4.979206 0.648 -1.770 2.244
C 2.690023 4.349051 -1.361927 -0.764 -1.568 -0.797
C -5.740773 2.025383 -0.119001 -1.550 -1.560 0.675
C 0.827727 1.125238 5.871593 0.373 -1.091 -0.849
C -4.934894 1.077204 -0.649015 1.628 -0.710 -0.618
C -0.163069 -2.251331 -3.812208 -2.168 -0.622 1.554
C 1.902122 0.411359 6.390015 0.982 -0.085 -0.008
C -1.606547 -1.754720 -3.991369 1.143 1.397 0.342
C 3.093641 1.426288 2.561773 0.531 0.691 0.221
C 0.177664 -2.030760 2.514951 0.009 0.271 1.544
C 1.557741 -3.510653 1.162470 0.122 -0.023 -0.052
C -4.010219 -0.369200 -4.348168 1.747 -1.718 0.311
C -6.930039 1.572501 0.469772 -0.198 1.210 0.779
C 3.570326 -3.638140 3.214874 0.226 -0.495 -1.603
H 1.377482 -0.007962 -3.993058 0.075 0.406 0.025
H 4.604862 -4.973863 1.863942 -0.688 0.756 -0.277
H -4.914185 0.164102 -4.588337 -0.107 0.056 0.261
H -2.404574 -2.542939 -2.220552 -0.122 -0.716 0.895
H -0.975475 2.388132 5.215210 0.401 0.178 -0.075
H 2.205752 -1.657693 -7.009765 0.140 0.116 0.588
H 3.486783 3.622307 2.555417 -0.018 -0.975 0.056
H -4.640063 -0.986268 -1.007314 -0.521 0.359 0.893
H -2.885000 0.514776 -5.891876 0.074 1.052 -1.494
H 2.558582 -0.619086 2.235265 -0.032 -0.355 0.073
H 5.791479 -2.601799 -4.726781 -0.633 0.121 -0.258
H 3.418622 0.302724 7.905958 0.756 -0.497 0.227
H 0.161049 -1.603696 -5.598773 -0.279 -0.491 -0.129
H 1.492745 2.093146 -5.221885 -0.095 0.351 0.847
H -4.600012 -1.568712 -2.619869 -1.298 -0.002 0.435
H 2.842561 -4.951874 0.120423 -0.144 0.182 -0.077
H 2.344315 -0.430405 5.882812 -0.524 -0.246 -0.459
H 0.806399 3.688458 8.162777 -0.321 -0.343 -0.321
H 4.274447 -3.802903 4.009153 0.341 0.073 0.101
H 2.014225 4.303066 -3.884076 -0.466 -1.064 0.297
H 3.325759 1.236198 3.578236 0.206 -0.004 0.865
H 2.144681 -2.449685 4.336809 0.382 0.328 0.478
H 4.459897 -3.219775 -2.790720 -1.071 0.616 -1.422
H -0.543360 -2.521763 1.895862 -0.662 0.041 -0.384
H -5.468778 3.022390 -0.097384 0.245 1.855 -0.203
H 4.704984 -1.713692 -6.825880 -0.476 -0.227 0.768
H -8.249061 0.011473 1.173401 0.136 0.159 -0.231
H 2.687045 2.383486 8.974786 0.094 0.132 0.298

***

Record 4
9
Properties=species:S:1:pos:R:3:forces:R:3 method="wB97M-V/def2-TZVPD" homo_ev=-10.89 smiles="O=C1ON=CNO1" e_above_lowest_kcal_mol=123.3 multiplicity=1 charge=0 molar_mass_da=102.049
O -0.624453 0.932718 -0.154625 -2.026 0.443 -0.697
O -0.722484 -0.995047 0.714232 -0.205 -2.665 -2.355
O -2.683030 -0.175202 -0.155790 -0.524 0.444 -0.682
N 0.613812 0.650202 0.522686 -0.325 3.519 0.455
N 0.439058 -1.322243 -0.282039 1.599 1.331 1.541
C -1.531016 -0.116574 0.026747 3.636 0.081 2.480
C 1.278751 -0.284134 -0.135230 -0.620 -4.898 -4.112
H 2.261487 -0.242261 -0.947118 -2.827 0.013 3.005
H 0.967871 1.552541 0.411138 1.292 1.732 0.365

***

Record 5
7
Properties=species:S:1:pos:R:3:forces:R:3 method="wB97M-V/def2-TZVPD" homo_ev=-9.38 smiles="N=C=S.S" e_above_lowest_kcal_mol=33.0 multiplicity=1 charge=0 molar_mass_da=93.176
S 0.846067 0.511078 -1.609233 1.987 -1.467 -2.772
S 0.839296 0.340236 2.504539 -0.027 0.064 -1.153
N -0.819882 -0.628319 0.536184 -1.336 -0.749 -1.141
C -0.013731 -0.188467 1.253283 0.356 -0.151 2.718
H -0.303213 -0.088246 -2.060931 0.035 1.221 1.179
H 0.776038 1.405246 -0.668090 -1.547 0.596 0.844
H -1.324575 -1.351528 0.044248 0.534 0.485 0.326